This record from the OMol25 dataset describes a cluster of 12 separate species, C51H123N3O12 in total at a distorted geometry. The level of theory is ωB97M-V/def2-TZVPD.

The value obtained for the total energy is -83914.1641 eV. As for the SMILES: CC1(C)CCCC(C)(C)N1O.CC1(C)CCCC(C)(C)N1O.CC1(C)CCCC(C)(C)N1O.CC(C)O.CC(C)O.CC(C)O.CC(C)O.CC(C)O.CC(C)O.CC(C)O.CC(C)O.O. The molar mass is 970.55 g mol⁻¹. As for the HOMO energy: -8.2 eV. For the orbital gap, the calculation gives 8.54 eV.

```
189
Properties=species:S:1:pos:R:3:forces:R:3:mulliken_charge:R:1
C -21.166 34.134 11.294 -0.21 -0.83 1.33 -1.92
C -21.536 32.735 11.915 0.05 0.80 -0.34 1.39
C -22.845 32.888 12.668 -0.30 0.16 -0.74 -1.71
C -21.696 31.781 10.712 0.58 -0.52 0.32 -1.22
C -21.852 30.326 11.116 -0.70 0.53 0.38 -0.60
C -20.729 29.897 12.010 1.43 0.40 1.16 -1.22
C -20.380 30.844 13.261 0.01 1.00 -0.71 1.46
C -21.332 30.504 14.435 1.24 -0.10 -0.86 -1.69
C -18.888 30.659 13.680 -1.21 0.03 -0.66 -1.89
N -20.453 32.335 12.852 -0.04 -2.57 -2.42 0.25
O -20.358 33.211 13.939 0.08 -0.06 0.10 -0.48
H -21.201 34.813 12.146 0.40 0.38 -0.18 0.47
H -20.172 34.072 10.849 -0.05 0.20 0.00 0.43
H -21.908 34.499 10.583 0.03 -0.31 -0.13 0.39
H -23.477 33.429 11.964 -0.49 0.15 0.36 0.51
H -23.324 31.931 12.873 0.06 0.10 0.24 0.32
H -22.681 33.472 13.574 -0.22 -0.10 -0.03 0.36
H -22.551 32.073 10.103 -0.09 0.31 0.16 0.42
H -20.827 31.849 10.057 0.24 0.22 0.02 0.40
H -22.798 30.257 11.654 -0.18 -0.27 0.05 0.29
H -21.942 29.687 10.238 0.09 -0.08 0.02 0.38
H -19.822 29.753 11.424 0.20 0.37 -0.19 0.42
H -20.890 28.897 12.414 -0.26 -0.04 0.25 0.42
H -21.283 31.337 15.137 -0.64 -0.11 0.03 0.34
H -20.901 29.627 14.918 -0.18 -0.11 0.18 0.49
H -22.297 30.219 14.014 -0.23 0.41 0.53 0.37
H -18.740 29.596 13.869 0.33 0.10 0.39 0.43
H -18.672 31.316 14.523 0.02 -0.41 0.27 0.41
H -18.240 30.978 12.864 -0.05 -0.11 -0.11 0.44
H -19.514 33.598 13.696 0.09 0.47 0.58 0.38
C -16.313 23.418 23.341 1.48 0.21 -0.65 -1.87
C -14.950 24.132 23.039 -0.68 0.35 0.05 1.42
C -15.121 25.113 21.843 0.35 -0.45 0.36 -1.46
C -14.581 24.922 24.326 1.00 -0.16 0.20 -1.32
C -13.120 25.444 24.395 -1.69 -0.19 -0.91 -0.66
C -12.240 24.217 24.315 0.20 -0.21 -0.73 -1.14
C -12.519 23.242 23.089 0.36 1.34 -1.14 1.42
C -11.841 23.899 21.829 -0.89 0.43 0.02 -1.67
C -11.855 21.898 23.352 -0.28 0.33 0.18 -1.87
N -13.966 23.041 22.812 0.35 1.12 2.81 0.32
O -14.188 22.309 21.667 -0.12 -0.07 -1.05 -0.49
H -16.026 22.664 24.074 -0.63 0.02 0.25 0.44
H -17.077 24.123 23.668 0.03 -0.15 0.11 0.37
H -16.616 22.919 22.421 -0.29 -0.04 0.09 0.42
H -15.772 24.678 21.085 0.29 -0.06 -0.17 0.35
H -15.576 26.059 22.137 -0.04 -0.04 0.24 0.34
H -14.129 25.332 21.448 -0.28 0.08 -0.32 0.29
H -15.263 25.762 24.460 -0.26 -0.20 -0.08 0.52
H -14.663 24.243 25.176 -0.43 -0.09 0.13 0.38
H -13.050 26.172 23.587 0.64 -0.16 -0.36 0.33
H -12.961 26.042 25.293 0.04 -0.31 0.23 0.40
H -12.316 23.710 25.276 -0.14 -0.36 -0.05 0.35
H -11.201 24.534 24.223 0.19 -0.22 -0.05 0.42
H -12.144 23.361 20.930 0.43 -0.32 0.04 0.36
H -10.768 24.084 21.876 0.10 -0.61 0.18 0.44
H -12.249 24.893 21.647 -0.10 0.15 0.30 0.33
H -10.788 22.117 23.400 0.09 -0.44 0.36 0.38
H -12.023 21.142 22.585 -0.03 0.29 -0.25 0.37
H -12.274 21.499 24.276 0.38 -0.09 0.21 0.46
H -14.507 21.460 21.983 -0.07 -0.16 -0.01 0.36
C 0.222 17.661 17.075 0.07 -0.32 0.85 -1.62
C -0.339 17.755 18.545 1.80 -0.90 1.15 1.31
C 0.428 16.707 19.442 0.55 -0.06 -0.94 -1.79
C 0.084 19.147 19.159 -1.39 0.33 -1.41 -1.05
C -0.830 20.214 18.559 -0.88 -0.04 0.30 -0.64
C -2.295 19.883 18.813 -0.36 -1.14 -0.37 -1.20
C -2.740 18.437 18.343 -0.21 1.15 -1.57 1.53
C -4.130 18.215 18.901 -0.28 -0.90 0.28 -1.92
C -3.003 18.435 16.782 0.16 -0.75 0.09 -1.71
N -1.735 17.442 18.763 -1.33 1.11 1.37 0.09
O -2.099 16.066 18.454 0.72 2.21 -0.33 -0.41
H 1.209 18.122 17.076 0.06 -0.05 -0.05 0.39
H 0.382 16.602 16.870 -0.11 -0.02 -0.36 0.49
H -0.342 18.124 16.265 -0.17 -0.06 0.31 0.25
H -0.038 16.517 20.409 -0.11 0.47 -0.09 0.41
H 0.549 15.728 18.979 -0.38 -0.04 -0.27 0.36
H 1.460 17.035 19.568 0.03 0.25 0.26 0.43
H 0.025 19.186 20.247 0.08 -0.31 -0.03 0.38
H 1.074 19.407 18.787 0.29 -0.49 0.47 0.46
H -0.652 21.225 18.925 0.31 -0.02 0.16 0.39
H -0.703 20.266 17.477 0.23 -0.06 -0.14 0.28
H -2.921 20.600 18.280 -0.14 -0.05 -0.13 0.38
H -2.618 19.949 19.852 0.50 0.12 0.27 0.44
H -4.192 18.258 19.989 0.10 0.19 0.01 0.43
H -4.507 17.235 18.610 0.09 -0.17 0.01 0.39
H -4.810 18.921 18.426 0.06 0.23 0.38 0.40
H -3.973 18.811 16.457 0.11 0.83 0.45 0.45
H -3.183 17.403 16.479 0.55 -0.42 -0.12 0.43
H -2.218 18.856 16.154 -0.08 0.04 0.15 0.26
H -1.967 16.161 17.508 -0.25 -1.12 -0.68 0.38
C -16.063 13.570 23.947 -0.07 0.44 -0.60 -1.32
C -16.494 14.409 22.726 2.04 -2.13 0.50 0.59
C -17.553 15.320 23.124 -1.42 1.55 -0.20 -1.29
O -15.385 15.173 22.252 -0.34 0.58 -0.29 -0.56
H -15.538 14.235 24.632 -0.15 -0.13 0.29 0.35
H -15.388 12.769 23.644 -0.01 -0.09 0.08 0.37
H -16.974 13.152 24.377 0.24 -0.14 0.32 0.34
H -16.792 13.655 21.998 -0.29 0.30 -0.57 0.18
H -17.864 15.982 22.315 0.26 0.15 -0.14 0.33
H -17.170 15.941 23.934 -0.28 0.07 0.15 0.32
H -18.482 14.822 23.400 0.23 -0.24 0.35 0.38
H -14.571 14.667 22.189 -0.18 -0.35 0.11 0.31
C -12.067 16.019 16.203 -0.32 -0.44 0.06 -1.18
C -13.597 15.668 15.904 2.61 1.62 0.47 0.43
C -13.931 14.218 16.076 -0.99 -0.04 -0.36 -1.21
O -14.363 16.581 16.687 -0.51 -0.44 -0.49 -0.53
H -11.407 15.199 15.921 0.05 0.09 -0.34 0.31
H -11.800 16.228 17.239 -0.69 -0.51 0.59 0.33
H -11.714 16.963 15.786 -0.36 -0.15 -0.80 0.33
H -13.721 15.926 14.852 -0.38 0.20 0.05 0.24
H -14.893 14.030 15.600 -0.26 0.09 0.08 0.32
H -14.075 13.949 17.123 0.57 -0.29 -0.01 0.28
H -13.250 13.609 15.481 0.33 -0.17 0.58 0.35
H -14.034 16.501 17.586 -0.06 0.04 0.17 0.34
C -8.290 19.243 32.061 -0.37 -0.90 0.15 -1.27
C -8.605 18.729 30.617 0.18 0.65 1.08 0.55
C -7.671 19.277 29.576 -0.09 0.08 -0.73 -1.15
O -8.615 17.298 30.502 0.27 0.22 1.02 -0.55
H -9.140 19.040 32.712 -0.06 -0.28 0.01 0.32
H -8.139 20.315 32.187 -0.02 0.13 -0.82 0.35
H -7.425 18.789 32.543 0.11 -0.31 -0.34 0.34
H -9.630 19.049 30.431 -0.06 0.34 -0.29 0.16
H -7.972 18.749 28.671 0.30 0.26 -0.46 0.33
H -6.612 19.077 29.738 -0.09 -0.20 0.30 0.30
H -7.778 20.346 29.392 -0.15 0.03 0.13 0.32
H -8.862 17.092 29.598 -0.02 -0.02 -0.04 0.30
C -4.642 28.461 22.208 1.32 -0.85 0.41 -1.20
C -5.770 29.412 22.151 -0.92 0.86 -0.10 0.56
C -5.906 30.252 23.405 -0.16 0.86 -0.41 -1.32
O -5.608 30.293 21.012 -0.11 -0.22 0.63 -0.56
H -4.524 27.852 21.312 -0.23 -0.09 -0.02 0.33
H -4.672 27.812 23.084 -0.40 -0.25 -0.04 0.34
H -3.691 28.976 22.344 -0.01 0.40 -0.19 0.32
H -6.737 28.921 22.040 -0.03 -0.44 -0.17 0.20
H -6.310 29.715 24.264 0.44 -0.27 -0.04 0.37
H -6.635 31.039 23.211 -0.06 0.06 -0.12 0.32
H -4.970 30.768 23.616 0.09 -0.18 0.32 0.33
H -5.766 29.733 20.248 0.07 0.13 -0.26 0.32
C -10.349 28.052 13.868 -0.31 -0.47 0.03 -1.15
C -9.587 27.270 14.927 1.54 -0.74 -0.56 0.37
C -9.251 25.737 14.648 -1.19 0.87 0.25 -1.24
O -8.325 27.922 15.111 0.11 0.19 0.23 -0.55
H -10.406 29.099 14.163 0.03 -0.06 0.10 0.31
H -11.367 27.672 13.770 -0.07 -0.02 -0.17 0.34
H -9.853 28.011 12.899 0.02 -0.13 -0.06 0.29
H -10.095 27.404 15.882 -0.03 -0.41 0.04 0.26
H -8.468 25.369 15.311 -0.31 0.23 0.43 0.35
H -8.888 25.457 13.659 -0.11 0.70 -0.39 0.34
H -10.177 25.177 14.783 0.09 -0.31 0.16 0.36
H -7.799 27.680 14.345 0.23 0.13 -0.06 0.33
C -18.270 25.816 32.298 -0.26 -0.21 0.08 -1.10
C -18.510 27.113 31.508 1.27 -1.55 -0.20 0.55
C -19.770 27.281 30.753 -1.18 -0.71 -0.41 -1.45
O -18.293 28.126 32.395 0.43 2.57 1.16 -0.55
H -18.935 25.008 31.992 0.51 -0.35 -0.21 0.33
H -18.405 25.938 33.373 -0.65 0.43 0.01 0.29
H -17.200 25.610 32.295 -0.10 -0.60 -0.58 0.30
H -17.695 27.177 30.787 0.14 0.11 -0.13 0.22
H -19.865 26.530 29.969 0.16 0.00 -0.17 0.36
H -19.837 28.267 30.294 0.00 -0.01 0.13 0.33
H -20.629 27.087 31.395 -0.24 0.32 0.18 0.39
H -19.094 28.285 32.900 -0.08 0.01 0.13 0.33
C -17.812 22.382 14.693 -0.67 -0.55 -0.83 -1.10
C -17.317 22.076 13.284 1.58 0.51 -1.01 0.28
C -15.848 22.538 13.043 -0.43 0.03 0.88 -1.14
O -17.417 20.682 13.014 -0.30 -0.03 -0.10 -0.54
H -17.794 23.428 14.998 0.40 -0.12 -0.03 0.35
H -17.260 21.704 15.344 0.14 0.39 0.42 0.29
H -18.851 22.055 14.723 -0.10 0.01 0.18 0.30
H -17.861 22.522 12.451 -0.65 0.18 0.45 0.28
H -15.686 23.577 13.332 -0.27 0.18 0.03 0.34
H -15.501 22.451 12.014 -0.18 -0.39 0.08 0.30
H -15.230 21.965 13.734 0.36 -0.19 -0.20 0.30
H -16.927 20.194 13.680 0.14 -0.04 0.14 0.34
C -27.000 22.066 24.589 1.00 -0.31 0.05 -1.33
C -25.821 21.215 23.994 -1.47 1.02 0.94 0.55
C -24.736 20.967 25.011 1.04 -0.49 1.03 -1.26
O -26.391 19.940 23.678 0.28 0.50 -0.90 -0.56
H -27.709 22.459 23.860 0.01 -0.54 -0.22 0.32
H -26.628 22.956 25.096 0.25 -0.08 0.13 0.37
H -27.493 21.433 25.326 -0.22 0.11 -0.04 0.32
H -25.453 21.755 23.122 0.09 -0.28 -0.29 0.26
H -24.616 21.708 25.801 -0.35 0.19 -0.07 0.31
H -23.714 20.793 24.673 0.00 0.33 -0.83 0.36
H -24.927 20.001 25.478 -0.47 0.14 0.35 0.34
H -25.764 19.583 23.045 -0.17 -0.58 -0.14 0.31
O -9.520 13.629 21.574 -0.20 0.14 0.04 -0.64
H -9.481 12.929 20.923 -0.02 -0.17 -0.18 0.32
H -8.674 13.588 22.021 0.21 0.03 0.14 0.32
```
Forces are in eV/Å.